C4H6O2 | the ωB97M-V functional and the def2-TZVPD basis

Geometry as XYZ:
```
12
Properties=species:S:1:pos:R:3:mulliken_charge:R:1
O 0.4925 -1.9283 -0.4654 -0.5355
C 0.1084 -1.4690 0.5906 0.2769
C -0.5677 -0.1894 0.9187 -0.4857
C 0.1330 0.9154 0.6202 -0.2943
C 0.3807 0.9562 -0.8554 -0.3165
O -0.8066 0.2539 -1.3702 -0.5977
H 0.4363 -1.9145 1.5529 0.3342
H -1.4138 -0.2071 1.5855 0.3541
H 0.1234 1.7882 1.2654 0.3267
H 0.4118 2.0080 -1.1854 0.3047
H 1.2355 0.4235 -1.2674 0.2582
H -0.5339 -0.6815 -1.4016 0.3749
```

## Properties
* relative energy (zero: lowest compared OMol25 entry of this formula, charge and spin): 3.293 eV
* orbital gap: 9.44 eV
* E_HOMO: -0.3335 hartree
* lowest unoccupied orbital energy: 0.37 eV
* SMILES: O=C/C=C\CO
* max |F|: 0.0359 Eh/bohr
* E_tot: -306.385269 a.u.

C5H4N2O | the ωB97M-V functional and the def2-TZVPD basis

Geometry as XYZ:
```
12
Properties=species:S:1:pos:R:3:mulliken_charge:R:1
H -2.6957 -1.6679 -0.0588 0.3155
N -2.7062 -0.5896 -0.0262 -0.5743
C -1.4415 -0.2697 -0.1697 0.4756
C -1.0002 1.2452 -0.1265 -0.3846
C 0.3797 1.1051 0.0076 -0.3282
C 0.6784 -0.3029 -0.0564 0.5898
C 2.1163 -0.7086 0.0469 -0.1022
O 3.0514 -0.0094 -0.1707 -0.4118
N -0.3174 -1.1076 -0.0280 -0.5897
H -1.4637 2.2874 0.1414 0.2988
H 1.0717 1.8645 0.2784 0.4086
H 2.3273 -1.8465 0.1619 0.3024
```

## Properties
* relative energy (zero: lowest compared OMol25 entry of this formula, charge and spin): 1.973 eV
* orbital gap: 8.62 eV
* E_HOMO: -0.3780 hartree
* lowest unoccupied orbital energy: -1.67 eV
* SMILES: [H]/N=C1/C=CC(C=O)=N1
* max |F|: 0.0886 Eh/bohr
* E_tot: -377.591534 a.u.

C42H40Br2IrN3O2 | the ωB97M-V functional and the def2-TZVPD basis

Geometry as XYZ:
```
90
Properties=species:S:1:pos:R:3:mulliken_charge:R:1
Ir 0.0913 0.2903 0.2592 1.0485
Br -0.5583 -0.4269 -6.9671 -0.2224
C -0.6849 0.0608 -5.1360 0.0512
C -0.8401 1.4114 -4.7988 -0.6029
C -0.9167 1.7630 -3.4660 -0.3983
C -0.8521 0.8126 -2.4427 0.4838
O -0.9478 1.2343 -1.1688 -0.7364
C -0.7194 -0.5632 -2.7928 0.6822
C -0.6802 -1.5914 -1.8408 -0.7262
N -0.7101 -1.3506 -0.4659 -0.0621
C -1.0254 -2.3308 0.4517 0.2950
C -1.7500 -3.4701 0.1336 -0.4864
C -2.0121 -4.4160 1.1132 -0.9233
C -1.5644 -4.2316 2.4087 -1.1829
C -0.8518 -3.0956 2.7840 1.2470
C -0.4571 -3.0180 4.1961 -0.8964
C -0.1391 -1.9287 4.8761 -1.1394
C -0.1202 -0.5592 4.2343 -0.4926
N 0.3076 -1.0452 1.8724 -0.0713
C -0.5478 -2.1368 1.7833 0.1178
C -0.6227 -0.9009 -4.1755 -1.1939
H -0.8885 2.1649 -5.5748 0.4035
H -1.0257 2.8019 -3.1721 0.4670
H -0.5553 -2.6176 -2.1743 0.5436
H -2.1193 -3.5958 -0.8763 0.5899
H -2.5807 -5.3048 0.8627 0.3931
H -1.7761 -4.9776 3.1678 0.4011
H -0.4952 -3.9612 4.7354 0.3848
H 0.1133 -2.0080 5.9296 0.5506
H 0.3541 0.1203 4.9181 0.3808
H -0.5044 -1.9406 -4.4540 0.4350
C 3.8892 5.9062 -2.8504 -2.0768
C 3.4558 6.2497 -1.4259 1.7189
C 4.6999 6.6578 -0.6208 -1.5624
C 2.4864 7.4393 -1.4972 -1.6605
C 2.7775 5.0586 -0.7408 0.0009
C 2.7915 3.7826 -1.2755 0.1135
C 2.1586 2.7688 -0.5863 0.2668
Br 2.2727 1.0191 -1.3251 -0.1964
C 1.4523 2.9157 0.6087 0.0917
O 0.8092 1.8873 1.1878 -0.0899
C 1.4716 4.2038 1.1830 -0.7622
C 2.1315 5.2138 0.4844 -0.4672
C 0.8231 4.6009 2.5349 2.7079
C 1.9454 5.0410 3.4923 -1.7888
C 0.0272 3.4962 3.2420 -2.5297
C -0.1475 5.7734 2.3129 -1.8450
H 4.3013 6.7970 -3.3316 0.4251
H 3.0447 5.5556 -3.4515 0.4291
H 4.6666 5.1359 -2.8645 0.3390
H 5.1895 7.5250 -1.0815 0.4475
H 5.4217 5.8354 -0.5800 0.3411
H 4.4333 6.9240 0.4075 0.3051
H 2.9370 8.2544 -2.0739 0.4657
H 2.2466 7.8313 -0.5051 0.3474
H 1.5493 7.1502 -1.9827 0.3487
H 3.2879 3.5589 -2.2134 0.4996
H 2.1395 6.2027 0.9329 0.1761
H 2.6486 4.2180 3.6569 0.3034
H 1.5204 5.3310 4.4606 0.4768
H 2.5089 5.8940 3.1012 0.3297
H 0.6437 2.6205 3.4441 0.1941
H -0.8381 3.1756 2.6597 0.3960
H -0.3322 3.9000 4.1962 0.7282
H 0.3613 6.6765 1.9595 0.3190
H -0.6527 6.0210 3.2533 0.4785
H -0.9099 5.5037 1.5758 0.3837
C 4.7581 0.8252 3.1679 -0.6653
C 3.8988 1.0623 4.2267 -0.8296
C 2.5924 0.5930 4.2075 -0.6626
C 2.1112 -0.1207 3.1083 1.1486
C 2.9979 -0.4041 2.0690 -0.1847
C 4.2940 0.0785 2.0943 -0.7513
N 0.7588 -0.5873 3.0524 0.8066
C -1.5362 -0.0020 4.0440 0.7357
C -2.2916 0.1054 5.2156 -0.8544
C -3.5817 0.6105 5.1965 -0.7934
C -4.1527 1.0221 3.9965 -0.5043
C -3.4117 0.9312 2.8310 -1.3996
C -2.1143 0.4252 2.8604 0.2219
H 5.7754 1.1999 3.1859 0.4029
H 4.2371 1.6282 5.0869 0.3978
H 1.9700 0.8264 5.0573 0.3126
H 2.6801 -1.0063 1.2359 0.4790
H 4.9478 -0.1409 1.2599 0.4214
H -1.8590 -0.2079 6.1637 0.4097
H -4.1421 0.6835 6.1227 0.3976
H -5.1636 1.4158 3.9753 0.4191
H -3.8279 1.2568 1.8855 0.4878
H -1.5725 0.4003 1.9323 1.0097
```

## Properties
* relative energy (zero: lowest compared OMol25 entry of this formula, charge and spin): 0.903 eV
* orbital gap (spin up / spin down): 6.29 / 5.97 eV
* E_HOMO (spin up / spin down): -0.2134 / -0.2874 hartree
* lowest unoccupied orbital energy (spin up / spin down): 0.49 / -1.85 eV
* max |F|: 0.0136 Eh/bohr
* E_tot: -7191.473313 a.u.
* multiplicity: 5

C35H32NO6OsP2S | the ωB97M-V functional and the def2-TZVPD basis

Geometry as XYZ:
```
78
Properties=species:S:1:pos:R:3:mulliken_charge:R:1
Os -0.3485 2.2818 0.2856 2.3525
C 2.6203 -4.6692 1.1997 -0.5322
S 1.6113 -5.2961 -0.1675 -0.0923
C 0.7866 -3.7638 -0.6682 0.0881
C -0.1660 -3.2108 0.3820 -0.3215
C -0.8457 -1.9216 -0.0866 -1.3105
N 0.0781 -0.7816 -0.2034 0.4082
P 0.5502 0.2590 1.0890 -0.1380
C 2.3582 0.1690 1.1661 0.2972
C 3.1268 -0.6777 0.3825 -0.1288
C 4.5095 -0.6639 0.4970 -1.0652
C 5.1257 0.1937 1.3954 -0.6686
C 4.3587 1.0411 2.1852 -0.8117
C 2.9805 1.0342 2.0667 -0.4969
C 0.0011 -0.5446 2.6112 0.6239
C -1.3357 -0.4168 2.9918 -0.4306
C -1.7982 -1.0834 4.1154 -0.8346
C -0.9281 -1.8606 4.8663 -0.6300
C 0.4067 -1.9727 4.4998 -0.7685
C 0.8770 -1.3153 3.3753 -0.6574
P 0.2616 0.2207 -1.6122 0.0625
C 0.4044 -0.9979 -2.9514 0.8243
C 1.7028 -1.4458 -3.2082 -0.5004
C 1.9249 -2.4356 -4.1505 -0.5724
C 0.8535 -2.9637 -4.8576 -0.6430
C -0.4308 -2.4849 -4.6415 -0.7450
C -0.6609 -1.4978 -3.6942 -0.3486
C -1.3547 1.0442 -1.9335 -0.3099
C -2.6336 0.5154 -1.7142 0.2983
C -3.7538 1.2181 -2.1215 -0.9564
C -3.6233 2.4603 -2.7375 -0.6800
C -2.3672 3.0093 -2.9421 -0.7894
C -1.2373 2.3087 -2.5400 -0.1821
H 3.3512 -5.4412 1.4271 0.4176
H 2.0078 -4.4847 2.0810 0.1888
H 3.1357 -3.7572 0.8966 0.0223
H 0.2480 -4.0144 -1.5847 0.2434
H 1.5551 -3.0328 -0.9173 -0.3470
H 0.3687 -3.0135 1.3101 -0.0742
H -0.9410 -3.9490 0.5980 0.5144
H -1.6651 -1.6807 0.5963 0.3260
H -1.2650 -2.1006 -1.0782 0.9038
H 2.6413 -1.3528 -0.3083 0.5818
H 5.1082 -1.3235 -0.1178 0.4856
H 6.2038 0.2036 1.4839 0.4100
H 4.8389 1.7073 2.8900 0.4503
H 2.3715 1.6949 2.6774 0.5022
H -2.0044 0.2053 2.4105 0.4366
H -2.8355 -0.9906 4.4085 0.5030
H -1.2881 -2.3763 5.7468 0.4059
H 1.0842 -2.5722 5.0932 0.4661
H 1.9170 -1.3986 3.0875 0.5263
H 2.5322 -0.9975 -2.6731 0.5326
H 2.9313 -2.7842 -4.3410 0.4420
H 1.0228 -3.7402 -5.5919 0.4195
H -1.2588 -2.8789 -5.2164 0.4448
H -1.6635 -1.1182 -3.5417 0.3797
H -2.7617 -0.4500 -1.2475 0.2336
H -4.7356 0.7864 -1.9703 0.4923
H -4.5078 2.9985 -3.0572 0.4743
H -2.2649 3.9772 -3.4159 0.4903
H -0.2489 2.7024 -2.7609 0.4298
O -6.0124 4.8216 0.4456 -0.3604
C -4.9316 4.3908 0.6208 0.4533
C -3.5850 5.1047 0.2967 0.0853
O -3.4923 6.2458 -0.0259 -0.4513
C -2.5828 4.0607 0.4248 0.7520
C -3.1310 2.8587 0.9292 0.5839
O -2.4144 1.8390 1.1001 -0.5448
C -4.5713 2.9732 1.1332 -0.0250
O -5.3567 2.1799 1.5421 -0.4729
O -1.3504 4.1266 0.1233 -0.9197
C 1.6794 4.4616 0.9330 -1.4793
C 1.4382 3.2172 0.1276 1.0488
O 2.1660 2.7910 -0.7289 -0.4361
H 2.7253 4.5280 1.2330 0.4239
H 1.0261 4.5200 1.8010 0.3484
H 1.4613 5.3111 0.2805 0.3515
```

## Properties
* charge: +1
* orbital gap (spin up / spin down): 6.57 / 3.90 eV
* E_HOMO (spin up / spin down): -0.3885 / -0.3885 hartree
* lowest unoccupied orbital energy (spin up / spin down): -4.01 / -6.67 eV
* max |F|: 0.0285 Eh/bohr
* E_tot: -3030.355657 a.u.
* multiplicity: 5

C16H25N3O2S2 | the ωB97M-V functional and the def2-TZVPD basis

Geometry as XYZ:
```
48
Properties=species:S:1:pos:R:3:mulliken_charge:R:1
C -2.4912 -3.3236 1.2637 -1.5587
H -1.7604 -4.2176 1.1053 0.3711
C -1.8951 -2.1687 0.1764 -0.7084
H -2.0120 -2.6997 -0.8336 0.0391
H -0.9906 -2.1928 0.2864 0.7005
C -2.9640 -1.0719 0.3392 -0.1954
N -2.2310 0.0519 0.0329 0.0093
C -2.0200 1.2553 0.5595 0.1039
S -2.9268 1.4955 1.9727 -0.4402
N -1.0488 2.1770 0.3282 0.0949
C 0.1750 2.2286 -0.0150 -0.3784
C 0.7041 0.8561 -0.1929 0.5768
C 2.1356 0.4330 -0.6162 0.2261
C 2.9202 1.7871 -0.8019 -0.4811
C 2.3336 2.9519 -0.8734 -0.9856
C 0.9603 3.1026 -0.2214 -0.4624
H 0.6423 3.9635 -0.2294 0.7216
H 2.9012 3.7808 -0.9102 0.4887
H 4.0147 1.6481 -1.2392 0.2551
S 2.7386 -1.0082 -0.4060 0.9334
O 3.8074 -1.1306 -1.5440 -0.7470
O 1.5465 -1.8646 -0.5203 -0.6412
N 3.3943 -1.1808 1.0608 0.1883
C 4.5039 -0.4513 1.4680 -0.9374
H 4.3078 0.6987 1.3346 0.2725
H 5.2083 -0.9415 2.0987 0.4231
H 5.1918 -0.6772 0.3954 0.2857
C 2.4587 -1.2116 2.0272 -1.2079
H 1.5147 -2.0093 1.8005 0.1558
H 2.0887 -0.4230 2.4343 0.5931
H 2.8746 -1.7572 2.8739 0.4573
H 0.2221 -0.1478 0.0478 0.0795
H -1.2510 3.1454 0.8156 0.3392
C -1.8408 0.0889 -1.5685 -1.3177
H -1.2856 1.0521 -1.7719 0.4707
C -3.0713 0.4079 -2.3268 -1.1307
C -3.9173 -1.0192 -2.1957 -0.7412
C -4.2092 -1.0471 -0.2551 -1.3489
H -4.7587 -1.9350 -0.2367 0.4559
H -4.9517 -0.0893 -0.1492 0.2943
H -3.3313 -2.0008 -2.1804 0.3647
H -5.0322 -0.9245 -2.3229 0.4389
H -2.9610 0.1777 -3.3959 0.3565
H -3.7345 0.9660 -2.1074 0.7278
H -1.3079 -0.5901 -1.8717 1.0104
H -3.0105 -0.8831 1.3269 1.0364
H -3.4841 -3.7233 1.0021 0.3419
H -2.3710 -3.1006 2.2396 0.4697
```

## Properties
* relative energy (zero: lowest compared OMol25 entry of this formula, charge and spin): 18.255 eV
* orbital gap: 7.44 eV
* E_HOMO: -0.2930 hartree
* lowest unoccupied orbital energy: -0.53 eV
* max |F|: 0.3007 Eh/bohr
* E_tot: -1735.145603 a.u.

C10H18BN3 | the ωB97M-V functional and the def2-TZVPD basis

Geometry as XYZ:
```
32
Properties=species:S:1:pos:R:3:mulliken_charge:R:1
H 0.9827 3.8373 0.2723 0.2363
N 1.3519 2.7989 0.2322 -0.7170
C 0.7133 1.9962 -0.4762 0.7244
C -0.3022 2.3343 -1.4902 -0.9166
C -0.3788 1.6686 -2.6533 -0.3003
C 0.3960 0.5099 -2.8926 -0.3224
C 1.2432 0.1101 -1.9683 -1.0395
C 1.1615 0.6199 -0.5136 0.1136
B 0.2418 -0.4490 0.4288 0.5390
N 0.2630 -0.0458 1.8031 0.0104
C 0.9514 0.8152 2.6708 -1.0548
C -0.5283 -1.0552 2.5520 -1.2988
N -0.6431 -1.3873 -0.1210 0.0797
C -0.1061 -2.5005 -0.9068 -1.2808
C -2.0234 -1.2981 -0.0508 -1.1245
H -0.7276 3.3183 -1.2871 0.3099
H -1.0870 1.8808 -3.3671 0.4890
H 0.3536 0.1197 -3.9337 0.3535
H 1.9070 -0.6868 -2.0792 0.6283
H 2.1706 0.5125 0.0497 0.1839
H 0.3045 1.2431 3.4740 0.2839
H 1.7297 0.1331 3.1875 0.3707
H 1.6004 1.6275 2.3190 0.4057
H -0.1754 -1.2084 3.5520 0.4332
H -1.5009 -0.7704 2.5442 0.4423
H -0.5947 -2.0487 2.0863 0.3069
H 0.9525 -2.3975 -0.9629 0.3871
H -0.3776 -3.4337 -0.4345 0.3545
H -0.4621 -2.5919 -1.8447 0.3777
H -2.3642 -1.1793 -1.0904 0.3629
H -2.6571 -2.0534 0.3526 0.3419
H -2.3946 -0.4192 0.5478 0.3201
```

## Properties
* relative energy (zero: lowest compared OMol25 entry of this formula, charge and spin): 2.257 eV
* orbital gap: 8.59 eV
* E_HOMO: -0.2907 hartree
* lowest unoccupied orbital energy: 0.68 eV
* SMILES: [H]/N=C1\C=CC=C[C@@H]1B(N(C)C)N(C)C
* max |F|: 0.0876 Eh/bohr
* E_tot: -580.884256 a.u.